Record 1
62
Properties=species:S:1:pos:R:3:forces:R:3 method="wB97M-V/def2-TZVPD" e_homo_ha="-0.1501 / -0.1410" s2=1.19 charge=-1 multiplicity=2
Mn 0.682687 0.950808 -2.082070 -0.11 0.33 0.35
C -3.431939 1.953074 -2.506421 -0.01 0.02 -0.03
C -1.927394 2.133116 -2.425962 0.10 -0.21 -0.08
O -1.251200 1.042135 -2.458846 -0.03 0.03 0.01
C -1.425311 3.418109 -2.340110 0.09 0.09 0.06
C -0.050939 3.789238 -2.241133 -0.13 -0.04 -0.12
C 0.293431 5.249609 -2.124271 0.05 -0.03 -0.03
N 0.886487 2.887039 -2.228090 0.25 -0.01 0.14
N 2.209679 3.340305 -2.071547 -0.42 -0.07 0.05
C 2.997700 2.310892 -1.984575 0.35 -0.10 -0.19
O 2.648344 1.069861 -2.087079 -0.02 -0.01 0.12
C 4.452932 2.588593 -1.765572 -0.18 0.19 -0.04
C 5.343616 1.540171 -1.584610 0.02 -0.05 -0.01
C 6.693118 1.795430 -1.376751 0.00 -0.04 0.01
C 7.161994 3.099515 -1.346851 0.01 0.05 0.00
C 6.271581 4.154141 -1.522239 0.01 -0.05 0.00
C 4.926484 3.899358 -1.728814 0.07 0.02 0.00
H -3.666419 0.891652 -2.456648 0.00 0.01 0.00
H -3.826556 2.359850 -3.439941 0.01 -0.01 -0.01
H -3.929715 2.468900 -1.684128 0.00 0.01 0.00
H -2.144676 4.227262 -2.337110 -0.02 -0.02 0.02
H -0.604598 5.859742 -2.202864 0.00 0.01 0.00
H 1.006133 5.542636 -2.895542 -0.01 -0.02 0.00
H 0.780915 5.439504 -1.166785 0.00 -0.01 0.00
H 4.956502 0.530683 -1.606842 0.00 -0.01 0.00
H 7.380153 0.970264 -1.233476 0.01 -0.01 0.00
H 8.214868 3.297182 -1.185460 0.00 0.00 0.01
H 6.628800 5.176473 -1.494484 0.01 0.01 0.00
H 4.218918 4.705218 -1.864706 -0.01 0.00 0.00
C -5.955899 -1.510228 4.465727 -0.02 -0.03 0.01
O -5.212317 -2.542888 5.080485 -0.05 0.08 0.05
C -4.186062 -3.077735 4.354739 0.03 0.00 -0.14
C -3.351210 -3.966045 5.022692 0.04 -0.05 -0.09
C -2.282265 -4.536619 4.354445 -0.01 0.10 0.36
C -1.996584 -4.202483 3.039113 1.05 0.27 -0.05
C -2.866146 -3.357281 2.361510 0.09 -0.06 -0.18
C -3.955035 -2.796734 3.009204 -0.10 -0.06 0.12
N -0.869987 -4.900310 2.449502 -1.05 -0.25 -0.61
N -0.161170 -4.470795 1.515282 0.91 0.54 0.59
C 0.068105 -3.100346 1.213221 -0.71 -0.58 -0.07
C 0.068818 -2.052920 2.121440 -0.18 -0.02 0.21
C 0.241359 -0.731820 1.747243 0.08 0.18 -0.16
C 0.396135 -0.367497 0.388344 -0.04 -0.16 -0.02
O 0.479154 0.823202 -0.045890 0.07 -0.25 -0.03
C 0.466493 -1.474519 -0.553925 0.04 0.37 0.05
N 0.618321 -1.100073 -1.853998 -0.12 0.01 -0.03
C 0.660953 -2.025549 -2.780532 0.02 -0.24 0.10
C 0.583059 -3.400585 -2.468330 0.05 0.14 -0.12
C 0.429364 -3.794845 -1.171194 -0.01 0.19 0.20
C 0.349401 -2.810916 -0.146451 -0.13 -0.23 -0.50
H -6.618882 -1.111482 5.229587 0.00 -0.02 0.01
H -6.555484 -1.890464 3.633704 0.00 0.01 -0.01
H -5.302492 -0.713577 4.101157 0.00 0.01 0.01
H -3.550603 -4.196057 6.060866 -0.02 0.00 0.01
H -1.623771 -5.228456 4.864686 -0.01 -0.02 -0.01
H -2.708620 -3.135491 1.315378 0.13 0.08 -0.02
H -4.610499 -2.142998 2.452045 0.00 0.00 0.01
H -0.059569 -2.285960 3.171472 -0.10 0.01 0.05
H 0.243711 0.062794 2.481935 0.02 -0.04 0.04
H 0.759952 -1.686647 -3.804513 0.01 -0.01 0.00
H 0.640853 -4.126785 -3.268480 0.01 -0.01 0.00
H 0.365309 -4.838666 -0.897525 -0.04 -0.02 -0.01

***

Record 2
63
Properties=species:S:1:pos:R:3:forces:R:3 method="wB97M-V/def2-TZVPD" e_homo_ha="-0.3581 / -0.3590" s2=1.17 charge=+1 multiplicity=2
Ru -1.089849 -0.787303 -0.364394 2.19 0.63 -0.56
O -2.226049 -1.300903 -1.879394 0.79 -0.71 0.02
C -3.493049 -1.138603 -1.997694 -1.45 0.53 -0.06
C -4.158849 -1.826503 -3.048094 0.32 0.02 0.22
C -5.503149 -1.691203 -3.254994 0.14 0.03 0.17
C -6.263049 -0.860003 -2.420294 -0.12 0.29 0.31
C -5.660849 -0.175103 -1.395294 -0.27 -0.25 -0.21
C -4.280649 -0.291703 -1.135694 0.60 -0.30 -0.38
C -3.730349 0.458897 -0.058794 -0.07 -0.02 -0.21
N -2.479249 0.430597 0.328006 -0.03 -1.52 -0.81
N -2.060749 1.260497 1.285706 0.42 1.17 1.94
C -0.859749 0.965597 1.752706 -1.35 0.27 -0.53
O -0.213849 -0.063703 1.356306 0.29 -0.91 -0.37
C -0.195649 1.897897 2.670906 0.26 0.14 0.15
C 0.975351 1.493797 3.310206 -0.16 -0.11 -0.12
C 1.723151 2.407997 4.023506 0.06 0.11 0.09
C 1.315151 3.730997 4.089006 0.01 0.06 0.04
C 0.133951 4.130297 3.482906 -0.02 0.13 0.06
C -0.632549 3.216597 2.787006 -0.02 -0.24 -0.07
H -3.551049 -2.478703 -3.659694 0.01 0.03 -0.08
H -5.982649 -2.238203 -4.054294 -0.02 -0.01 -0.04
H -7.325849 -0.766503 -2.569694 -0.12 0.03 -0.06
H -6.254649 0.454897 -0.748494 -0.06 0.08 0.05
H -4.400749 1.122697 0.487606 0.20 0.02 0.03
H 1.288251 0.461997 3.239906 0.03 -0.02 -0.08
H 2.629351 2.095997 4.520106 0.08 -0.03 0.04
H 1.912251 4.457597 4.617506 0.08 0.05 0.09
H -0.183049 5.161097 3.551006 -0.04 0.05 0.03
H -1.561949 3.500097 2.316906 -0.04 0.07 -0.08
N 3.208351 -2.145403 -0.592094 -1.69 -2.09 -0.13
C 4.110451 -1.125103 -0.487094 1.70 2.57 0.28
C 5.473851 -1.398503 -0.319894 -1.07 -0.10 -0.11
C 6.380551 -0.372703 -0.176994 0.10 0.96 0.05
C 5.954051 0.959597 -0.182594 0.62 -0.69 0.06
C 4.618751 1.250897 -0.347594 -0.91 -0.47 -0.13
C 3.689251 0.223997 -0.512594 0.98 -1.38 0.22
S 2.004451 0.614597 -0.770094 0.74 2.31 -0.36
N 1.254851 -0.811303 -0.854194 -0.61 -4.79 1.04
C 1.841051 -2.012603 -0.643294 0.55 4.79 -0.87
C 0.985251 -3.122703 -0.468294 -2.00 -2.40 0.28
C 1.413451 -4.469303 -0.339394 0.16 1.67 -0.24
C 0.492851 -5.460903 -0.138694 -1.20 -0.25 0.16
C -0.871249 -5.139903 -0.080394 0.92 -0.03 -0.06
C -1.230549 -3.814003 -0.231794 -0.51 -0.27 0.00
N -0.353249 -2.835103 -0.406594 0.84 0.48 0.41
H 3.582651 -3.082903 -0.536594 -0.10 0.27 0.03
H 5.801651 -2.425803 -0.295094 0.10 -0.20 -0.01
H 7.428151 -0.596603 -0.052194 0.09 -0.04 0.01
H 6.670251 1.756797 -0.057094 0.05 0.04 0.00
H 4.266951 2.272097 -0.355394 0.02 0.15 0.00
H 2.462951 -4.713803 -0.399094 0.04 -0.03 0.01
H 0.809151 -6.486003 -0.020394 0.05 -0.07 -0.02
H -1.618149 -5.898503 0.086506 -0.08 -0.01 -0.03
H -2.276149 -3.520003 -0.212694 0.13 0.00 0.00
C 0.596751 3.529997 -0.908094 0.03 -0.04 -0.08
C -0.571049 2.605597 -1.118494 -0.01 0.68 0.07
N -1.776049 3.173897 -1.016394 -0.30 -0.01 -0.19
O -0.411649 1.413297 -1.367294 -0.50 -0.77 -0.02
H 0.311151 4.570397 -1.011794 -0.03 0.15 0.02
H 1.380451 3.299897 -1.624894 0.00 -0.02 -0.01
H 0.985451 3.367497 0.096306 0.04 -0.01 0.09
H -1.871749 4.147997 -0.790094 0.01 -0.04 -0.01
H -2.612749 2.615497 -1.098094 0.15 0.04 -0.01

***

Record 3
60
Properties=species:S:1:pos:R:3:forces:R:3 method="wB97M-V/def2-TZVPD" e_homo_ha=-0.2365 charge=0
C 2.032941 -2.334459 1.311726 0.14 -0.10 -0.16
N 1.340412 -1.128872 1.706110 -0.53 0.92 0.72
C 2.000040 0.035617 2.079204 0.18 0.38 -0.28
B 3.588490 0.286029 1.629105 -1.54 0.07 0.72
F 3.734193 1.690202 1.735736 0.74 -0.42 -0.14
F 4.423218 -0.442766 2.496448 0.44 0.24 -0.48
F 3.654657 -0.153707 0.279577 0.56 0.22 0.43
C 1.075846 1.014141 2.426005 0.00 -1.01 -0.16
C -0.208606 0.477999 2.124250 0.23 -0.67 -0.33
C -0.026898 -0.914926 1.759728 0.35 0.81 -0.28
C -1.102779 -1.703142 1.382112 -0.62 0.29 0.14
C -2.368820 -1.083371 1.276845 0.23 -0.34 -0.05
C -2.516070 0.304850 1.424169 0.12 0.13 0.45
C -1.425715 1.085528 1.846092 -0.83 -0.41 0.06
H 1.320771 -3.149776 1.281431 -0.12 -0.20 -0.04
H 2.503631 -2.215312 0.328223 -0.17 0.01 0.23
H 2.818902 -2.581703 2.032153 -0.15 0.13 -0.09
H 1.261013 1.996420 2.843259 0.29 -0.04 -0.49
H -0.966159 -2.757205 1.150948 -0.14 0.16 -0.01
H -3.244998 -1.700302 1.043791 0.40 0.29 -0.07
H -3.488650 0.779710 1.244302 0.42 -0.25 0.01
H -1.490870 2.170759 1.891803 -0.18 -0.25 0.00
C -1.923313 -1.779883 7.769800 -0.27 -0.34 -0.16
N -1.677953 -0.372705 7.457177 -0.24 0.66 -0.71
C -1.805850 0.163741 6.196758 1.15 0.90 0.56
C -1.478289 1.543726 6.218856 -0.31 -0.45 0.32
C -1.473588 2.483011 5.127538 -1.57 0.23 0.42
C -2.044212 3.773466 5.221519 0.02 -0.37 -0.34
C -2.642895 4.346762 6.376383 0.38 1.34 -0.44
N -2.871389 5.681688 6.184798 -0.06 -1.85 0.25
C -3.343139 6.587987 7.230180 -0.38 0.10 0.41
C -2.549625 6.019646 4.851172 0.81 -0.61 -0.66
C -2.093198 4.839140 4.203025 0.21 0.53 0.63
C -1.665649 4.904943 2.880788 0.26 0.19 -0.06
C -1.462734 6.154421 2.285877 -0.26 -0.38 0.52
C -1.818905 7.325006 2.970047 -0.48 -0.18 0.32
C -2.459251 7.260384 4.218879 0.03 0.12 0.04
C -1.166354 1.847137 7.611647 -0.32 -0.65 0.27
C -1.273096 0.635484 8.355288 0.50 0.40 -0.78
C -0.829143 0.557747 9.679065 -0.05 0.19 0.10
C -0.281253 1.712225 10.266021 -0.52 -0.67 -0.18
C -0.235465 2.923140 9.563644 -0.23 -0.11 -0.60
C -0.697409 2.993454 8.245042 0.51 0.13 0.69
H -1.552695 -2.043921 8.765954 0.07 0.30 -0.30
H -3.001712 -2.011721 7.755525 0.39 0.20 -0.04
H -1.418181 -2.415329 7.025028 -0.16 0.28 0.32
H -2.077152 -0.414830 5.315319 0.04 -0.05 0.38
H -1.115707 2.144176 4.153589 -0.13 -0.02 0.10
H -2.818166 3.837092 7.320461 -0.14 0.44 -0.20
H -3.253977 7.627895 6.902017 0.09 -0.33 -0.03
H -4.403421 6.399568 7.469021 0.40 0.02 -0.21
H -2.759579 6.461792 8.159661 -0.15 -0.02 -0.56
H -1.462499 3.980749 2.351626 0.28 0.28 0.00
H -1.014423 6.205362 1.299874 -0.12 0.04 0.09
H -1.623572 8.293189 2.509413 -0.22 -0.24 0.13
H -2.882051 8.147894 4.692854 0.38 -0.12 -0.16
H -0.920229 -0.383747 10.226424 0.21 0.38 -0.07
H 0.086415 1.661378 11.291298 -0.11 0.01 -0.30
H 0.173968 3.814391 10.033416 -0.09 -0.20 -0.06
H -0.661030 3.934701 7.703711 0.25 -0.15 0.15